(1)
{"formula": "C4H11NO2", "method": "the ωB97M-V functional and the def2-TZVPD basis", "species": ["O", "O", "N", "C", "C", "C", "C", "H", "H", "H", "H", "H", "H", "H", "H", "H", "H", "H"], "positions_angstrom": [[-2.12, 0.46, 0.03], [-1.81, 3.01, -2.48], [0.00, -1.90, 1.51], [2.21, 0.01, -0.02], [-1.64, -0.32, 0.82], [0.70, -0.15, -0.22], [-0.14, -0.49, 1.01], [0.10, 0.11, 1.90], [-1.64, 2.34, -3.17], [2.62, -0.73, 0.67], [2.42, 1.00, 0.38], [0.89, -2.32, 1.26], [-2.26, -0.83, 1.58], [-0.61, -2.49, 0.93], [0.29, 0.81, -0.52], [0.46, -0.92, -0.95], [2.77, -0.06, -0.94], [-2.25, 2.47, -1.80]], "relative_energy_kcal_mol": 32.7, "multiplicity": 1, "fmax_ev_per_a": 2.014, "homo_ev": -9.94}

(2)
{"formula": "F36KP6", "method": "the ωB97M-V functional and the def2-TZVPD basis", "species": ["K", "P", "P", "P", "P", "P", "P", "F", "F", "F", "F", "F", "F", "F", "F", "F", "F", "F", "F", "F", "F", "F", "F", "F", "F", "F", "F", "F", "F", "F", "F", "F", "F", "F", "F", "F", "F", "F", "F", "F", "F", "F", "F"], "positions_angstrom": [[-0.07, 0.14, 0.35], [-3.29, 1.63, 0.20], [3.13, -1.53, -0.38], [-1.49, -3.60, -1.16], [-0.62, -1.24, 3.93], [0.38, 1.30, -3.62], [1.96, 3.32, 0.90], [-2.18, 1.77, 1.35], [-1.99, -4.50, -2.39], [-2.98, -3.97, -0.41], [1.56, 2.24, 2.14], [1.32, 4.66, 1.55], [-2.10, -1.78, 4.46], [2.77, 2.20, -0.01], [-0.34, 0.75, -2.22], [-1.01, 0.27, 4.62], [-0.11, -2.63, 3.31], [0.97, 1.65, -5.10], [1.86, -2.20, 0.39], [-2.19, 2.13, -0.96], [-2.86, -0.01, 0.13], [3.40, 3.55, 1.57], [0.17, -1.57, 5.31], [-1.33, -0.75, 2.57], [-4.51, 1.49, -0.82], [4.30, -1.84, 0.80], [1.91, -0.97, -1.35], [-0.05, -3.33, -1.97], [-2.23, -2.33, -1.90], [0.80, -0.52, 3.48], [3.43, -2.99, -1.24], [4.29, -0.65, -1.12], [-0.73, -4.81, -0.44], [0.11, 2.87, -3.15], [1.88, 1.33, -2.89], [-1.19, -2.62, 0.05], [-3.79, 3.08, 0.58], [0.55, 2.91, 0.27], [-4.30, 1.17, 1.35], [2.38, 4.37, -0.24], [0.46, -0.21, -4.06], [-0.99, 1.37, -4.39], [2.72, -0.17, 0.54]], "relative_energy_kcal_mol": 89.3, "multiplicity": 1, "fmax_ev_per_a": 4.275, "total_charge": -5, "homo_ev": 1.27}

(3)
{"formula": "C19H14ClN3O3", "method": "the ωB97M-V functional and the def2-TZVPD basis", "species": ["Cl", "O", "O", "O", "N", "N", "N", "C", "C", "C", "C", "C", "C", "C", "C", "C", "C", "C", "C", "C", "C", "C", "C", "C", "C", "C", "H", "H", "H", "H", "H", "H", "H", "H", "H", "H", "H", "H", "H", "H"], "positions_angstrom": [[0.41, 5.56, -3.24], [2.67, 5.89, -1.66], [2.60, -0.42, -1.27], [4.12, 4.31, -1.63], [2.99, 4.72, -1.73], [-1.21, -2.53, 4.32], [-1.33, -1.06, 1.00], [-0.21, 3.01, -2.68], [1.95, 3.73, -1.91], [0.49, -0.58, -0.25], [-1.31, -3.58, 1.04], [-2.42, -0.82, 1.76], [-2.80, 0.45, 2.06], [0.02, 1.76, -2.15], [-0.64, -4.09, 2.34], [-0.95, -3.23, 3.45], [1.53, 0.09, -1.00], [0.74, 4.02, -2.55], [1.28, -3.00, -0.70], [-2.03, 1.54, 1.58], [-0.77, -2.25, 0.63], [-0.94, 1.30, 0.80], [2.19, 2.46, -1.41], [1.23, 1.47, -1.50], [-0.58, -0.01, 0.47], [0.36, -1.99, -0.12], [-2.32, 2.54, 1.84], [0.45, -4.12, 2.21], [-3.66, 0.63, 2.67], [-0.73, 0.99, -2.25], [0.75, -3.91, -0.98], [1.78, -2.59, -1.58], [-0.99, -5.10, 2.57], [-1.10, -4.30, 0.25], [-1.13, 3.22, -3.19], [-2.96, -1.68, 2.14], [3.15, 2.25, -0.95], [-2.39, -3.53, 1.18], [2.06, -3.26, 0.02], [-0.33, 2.12, 0.44]], "relative_energy_kcal_mol": 53.2, "multiplicity": 1, "fmax_ev_per_a": 1.097, "homo_ev": -8.03}

(4)
{"formula": "C6H6O2", "method": "the ωB97M-V functional and the def2-TZVPD basis", "species": ["O", "O", "C", "C", "C", "C", "C", "C", "H", "H", "H", "H", "H", "H"], "positions_angstrom": [[2.58, -1.38, -0.36], [-0.71, -1.20, -0.68], [-0.15, 0.31, 1.00], [-1.18, 1.14, 0.41], [1.41, -0.93, -0.44], [0.18, -0.44, -1.18], [0.07, -1.21, 0.62], [0.11, 0.86, -0.32], [-1.97, 0.46, -0.23], [-1.46, 2.16, 0.65], [0.64, 1.81, -0.57], [0.01, 0.03, -2.19], [-0.01, -2.02, 1.36], [0.49, 0.42, 1.92]], "relative_energy_kcal_mol": 111.0, "multiplicity": 1, "fmax_ev_per_a": 9.122, "homo_ev": -9.63}

(5)
{"formula": "C3H6O", "method": "the ωB97M-V functional and the def2-TZVPD basis", "species": ["O", "C", "C", "C", "H", "H", "H", "H", "H", "H"], "positions_angstrom": [[-0.80, 0.26, -0.30], [0.06, 0.59, 0.67], [0.22, -0.63, 1.53], [-0.24, 0.60, -1.56], [-0.21, -0.50, 2.53], [-0.94, 1.10, -2.24], [1.31, -0.71, 1.66], [-0.14, -1.56, 1.06], [0.66, 1.20, -1.41], [0.06, -0.36, -1.96]], "relative_energy_kcal_mol": 82.9, "multiplicity": 1, "fmax_ev_per_a": 0.880, "homo_ev": -8.30}

(6)
{"formula": "C12H25BINO2", "method": "the ωB97M-V functional and the def2-TZVPD basis", "species": ["I", "O", "O", "N", "C", "C", "C", "C", "C", "C", "C", "C", "C", "C", "C", "C", "B", "H", "H", "H", "H", "H", "H", "H", "H", "H", "H", "H", "H", "H", "H", "H", "H", "H", "H", "H", "H", "H", "H", "H", "H", "H"], "positions_angstrom": [[-3.72, 3.95, -4.32], [-0.17, 3.75, -5.63], [0.27, 2.52, -3.74], [0.40, -0.93, 1.30], [0.08, 0.91, -0.55], [0.96, 0.08, 2.30], [0.49, -0.51, -0.17], [3.34, -2.07, 0.15], [-1.41, 1.23, -0.66], [2.63, -2.29, 1.48], [1.10, -2.29, 1.47], [-0.59, 2.92, -4.59], [-0.22, 0.95, 2.71], [-1.08, -1.10, 1.72], [-1.40, 0.00, 2.72], [-2.15, 0.36, -1.66], [-2.14, 2.50, -4.74], [-2.45, 1.51, -5.30], [1.78, 0.63, 1.84], [-2.33, 0.52, 2.47], [0.51, 1.10, -1.54], [3.03, -1.60, 2.23], [3.48, -1.00, -0.05], [-0.04, -1.26, -0.75], [2.81, -2.53, -0.68], [-1.71, -1.08, 0.83], [1.31, -0.47, 3.17], [-3.20, 0.66, -1.72], [-0.05, 1.41, 3.69], [-2.14, -0.70, -1.38], [2.93, -3.29, 1.82], [0.77, -2.68, 2.44], [0.57, 1.65, 0.10], [-0.38, 1.77, 2.01], [-1.91, 1.17, 0.31], [1.54, -0.58, -0.43], [-1.71, 0.46, -2.66], [-1.20, -2.08, 2.19], [-1.51, 2.27, -0.98], [-1.53, -0.42, 3.72], [4.35, -2.50, 0.19], [0.70, -2.95, 0.70]], "multiplicity": 1, "fmax_ev_per_a": 6.068, "homo_ev": -6.52}

(7)
{"formula": "C16H44N4O4", "method": "the ωB97M-V functional and the def2-TZVPD basis", "species": ["O", "O", "O", "O", "N", "N", "N", "N", "C", "C", "C", "C", "C", "C", "C", "C", "C", "C", "C", "C", "C", "C", "C", "C", "H", "H", "H", "H", "H", "H", "H", "H", "H", "H", "H", "H", "H", "H", "H", "H", "H", "H", "H", "H", "H", "H", "H", "H", "H", "H", "H", "H", "H", "H", "H", "H", "H", "H", "H", "H", "H", "H", "H", "H", "H", "H", "H", "H"], "positions_angstrom": [[-1.94, 7.82, -3.20], [-7.64, 2.45, 2.03], [2.41, -0.29, 1.41], [9.80, -9.19, 1.51], [8.87, -11.38, 0.01], [-11.00, 2.58, 0.12], [-1.36, 9.47, -0.73], [-0.86, -0.06, -0.41], [-7.83, 3.58, 2.76], [-2.14, 7.41, -1.86], [-8.50, 2.41, 0.83], [1.02, -0.02, 1.22], [9.81, -10.43, -0.54], [9.66, -10.28, -2.11], [-10.02, 2.04, 1.10], [-1.21, 8.03, -0.77], [-0.84, 7.27, -3.89], [2.88, -1.60, 1.26], [0.52, -0.47, -0.19], [9.80, -7.94, 2.22], [-10.29, 0.51, 1.06], [-1.37, 7.53, 0.69], [1.29, -0.03, -1.38], [9.76, -9.09, 0.11], [-2.09, 6.33, -1.78], [2.18, -2.35, 1.61], [-0.16, 7.77, -0.94], [8.87, -7.37, 2.16], [-10.83, 2.16, -0.78], [8.71, -9.88, -2.47], [-11.30, 0.34, 1.42], [8.77, -8.75, -0.21], [-8.09, 1.60, 0.22], [0.45, -0.35, 2.10], [2.36, -0.16, -1.22], [-2.31, 9.71, -0.49], [-8.42, 3.36, 0.30], [0.87, 1.05, 1.31], [-0.75, 0.77, -0.98], [10.54, -8.44, -0.30], [-10.22, 0.10, 0.05], [9.98, -8.06, 3.29], [3.19, -1.62, 0.21], [-3.19, 7.68, -1.75], [-8.84, 3.60, 3.15], [-0.93, 6.20, -3.76], [1.04, -0.62, -2.25], [10.40, -9.64, -2.58], [0.50, -1.56, -0.19], [-2.27, 7.90, 1.16], [8.02, -11.05, -0.44], [3.73, -1.67, 1.94], [10.65, -7.30, 1.97], [-7.66, 4.48, 2.18], [-6.99, 3.63, 3.46], [-0.91, 7.47, -4.96], [-11.94, 2.24, 0.27], [-1.28, 9.61, -1.73], [-9.56, -0.04, 1.65], [0.07, 7.67, -3.45], [-1.46, 0.18, 0.36], [9.74, -11.15, -2.76], [8.67, -11.12, 0.97], [-0.48, 7.80, 1.27], [-10.36, 2.50, 2.03], [-1.45, 6.44, 0.74], [10.81, -10.84, -0.40], [1.13, 1.02, -1.63]], "relative_energy_kcal_mol": 64.5, "multiplicity": 1, "fmax_ev_per_a": 3.475, "homo_ev": -9.03}

> What is the formula in the fifth record?

C3H6O

> What is the formula in the fifth record?

C3H6O

> What is the multiplicity in the fourth record?

1

> What is the formula in the fourth record?

C6H6O2